<w>
{"formula": "C2H5N3OS", "method": "ωB97M-V/def2-TZVPD", "elements": ["N", "C", "O", "N", "C", "N", "S", "H", "H", "H", "H", "H"], "xyz": [[1.30, -0.97, -0.63], [1.20, 0.27, -1.16], [1.96, 0.78, -1.94], [0.15, 1.03, -0.61], [-0.79, 0.68, 0.27], [-0.98, -0.51, 0.75], [-2.41, -0.73, 1.71], [0.64, -1.24, 0.11], [1.94, -1.65, -1.00], [0.19, 1.97, -0.93], [-1.44, 1.55, 0.57], [-1.76, -1.20, 2.87]], "mulliken_charge": [-0.3075, 0.3988, -0.5992, -0.0999, 0.1420, -0.5739, -0.1858, 0.3249, 0.1861, 0.1844, 0.3742, 0.1561], "charge": 0, "orbital_gap_ev": 9.58, "smiles": "NC(=O)N/C=N/S", "mol_weight_g_mol": 119.1}

=====

<x>
{"formula": "C2H5N3OS", "method": "ωB97M-V/def2-TZVPD", "elements": ["N", "N", "C", "N", "C", "O", "S", "H", "H", "H", "H", "H"], "xyz": [[-1.04, -0.01, -1.71], [-0.84, -0.46, -0.41], [0.20, 0.02, 0.17], [1.07, 0.94, -0.39], [0.41, -0.45, 1.58], [-0.55, -1.25, 2.00], [1.70, -0.02, 2.49], [-1.96, -0.30, -1.99], [-0.95, 1.02, -1.77], [1.90, 1.08, 0.17], [1.25, 0.77, -1.40], [-1.19, -1.34, 1.25]], "mulliken_charge": [-0.6968, -0.2702, 0.6809, -0.5256, 0.2222, -0.5331, -0.3492, 0.2643, 0.2534, 0.2153, 0.2714, 0.4674], "charge": 0, "orbital_gap_ev": 8.83, "smiles": "N/N=C(\\N)C(O)=S", "mol_weight_g_mol": 119.1}

=====

Relative energy table, unit eV: <w> 0.000; <x> 0.771

=====

<w>
{"formula": "C2H5N3OS", "method": "ωB97M-V/def2-TZVPD", "elements": ["H", "N", "C", "N", "N", "S", "C", "O", "H", "H", "H", "H"], "xyz": [[2.41, 0.48, -0.35], [1.72, 1.18, -0.03], [0.55, 0.91, -0.07], [-0.22, 1.99, 0.19], [-0.17, -0.34, 0.04], [-1.89, -0.39, -0.12], [0.59, -1.50, -0.10], [1.83, -1.50, 0.09], [0.23, 2.92, -0.31], [-1.30, 1.89, 0.05], [-2.01, -0.93, 1.30], [0.07, -2.53, 0.12]], "mulliken_charge": [0.2917, -0.6091, 0.4013, -0.4720, 0.0071, -0.2368, 0.1330, -0.5365, 0.3223, 0.2218, 0.2042, 0.2729], "charge": 0, "orbital_gap_ev": 9.10, "smiles": "[H]/N=C(/N)N(S)C=O", "mol_weight_g_mol": 119.1}

=====

<x>
{"formula": "C2H5N3OS", "method": "ωB97M-V/def2-TZVPD", "elements": ["H", "N", "C", "N", "S", "O", "N", "C", "H", "H", "H", "H"], "xyz": [[0.49, 2.67, -0.20], [-0.20, 1.94, -0.25], [0.40, 0.83, -0.07], [1.74, 0.53, 0.04], [2.47, -0.94, -0.35], [-0.36, -0.33, 0.08], [-1.68, -0.19, -0.45], [-2.34, -1.22, -0.10], [2.35, 1.31, 0.18], [2.37, -1.34, 0.99], [-3.33, -1.38, -0.56], [-1.91, -1.89, 0.69]], "mulliken_charge": [0.1969, -0.6121, 0.6804, -0.3052, -0.1269, -0.1284, -0.3876, -0.2472, 0.2163, 0.1491, 0.2885, 0.2763], "charge": 0, "orbital_gap_ev": 9.92, "smiles": "[H]/N=C(\\NS)ON=C", "mol_weight_g_mol": 119.1}

=====

Relative energy table, unit eV: <w> 0.000; <x> 0.570

=====

<w>
{"formula": "C5H7N2O", "method": "ωB97M-V/def2-TZVPD", "elements": ["C", "N", "C", "C", "C", "N", "O", "C", "H", "H", "H", "H", "H", "H", "H"], "xyz": [[0.96, -1.73, -0.30], [1.79, -0.98, -0.14], [2.50, 0.07, 0.03], [1.80, 1.21, 0.08], [0.37, 1.38, -0.09], [-0.42, 0.35, 0.02], [-1.67, 0.55, -0.19], [-2.61, -0.53, 0.12], [0.01, -2.34, -0.35], [3.60, -0.04, 0.27], [2.36, 2.00, 0.35], [-0.01, 2.41, -0.33], [-3.19, -0.75, -0.80], [-3.37, -0.17, 0.92], [-2.10, -1.44, 0.41]], "mulliken_charge": [0.2455, -0.0031, -0.2279, -0.3674, -0.0362, -0.2279, -0.1553, -0.4906, 0.3260, 0.3663, 0.4346, 0.3766, 0.2601, 0.2538, 0.2455], "charge": 1, "orbital_gap_ev": [8.44, 8.44], "smiles": "C#[N+]/C=C\\C=N\\OC", "mol_weight_g_mol": 111.1}

=====

<x>
{"formula": "C5H7N2O", "method": "ωB97M-V/def2-TZVPD", "elements": ["O", "C", "N", "C", "C", "C", "N", "C", "H", "H", "H", "H", "H", "H", "H"], "xyz": [[-2.80, 1.89, -1.80], [-1.89, 1.17, -1.80], [-0.96, 0.39, -1.63], [-0.44, 0.39, -0.26], [-0.58, -0.96, 0.52], [0.79, -1.32, 0.96], [1.68, -0.47, 0.63], [1.05, 0.70, -0.05], [-1.02, 1.15, 0.27], [-0.80, -1.69, -0.29], [-1.42, -1.04, 1.22], [0.98, -2.26, 1.49], [2.68, -0.53, 0.79], [1.05, 1.45, 0.76], [1.65, 1.16, -0.84]], "mulliken_charge": [-0.3207, 0.6708, -0.6294, 0.3717, -0.7544, -0.1473, 0.0048, -0.7684, 0.3639, 0.3911, 0.3902, 0.4395, 0.2545, 0.3196, 0.4141], "charge": 1, "orbital_gap_ev": 9.59, "smiles": "O=C=N[C@H]1CC=[NH+]C1", "mol_weight_g_mol": 111.1}

=====

Relative energy table, unit eV: <w> 4.484; <x> 0.000

=====

<w>
{"formula": "C8H16N2O", "method": "ωB97M-V/def2-TZVPD", "elements": ["C", "C", "C", "C", "C", "C", "C", "C", "N", "N", "O", "H", "H", "H", "H", "H", "H", "H", "H", "H", "H", "H", "H", "H", "H", "H", "H"], "xyz": [[-0.57, -1.54, -0.86], [-0.99, -0.81, -1.71], [0.49, 3.21, 0.55], [-1.23, -0.01, -2.83], [-0.16, -1.29, 1.48], [-1.95, -2.93, 0.64], [2.21, 1.81, 1.59], [-0.55, -2.27, 0.40], [1.03, 1.10, -0.31], [1.23, 2.09, 0.53], [-0.31, 3.64, -0.48], [0.93, 3.89, 1.35], [-2.20, -0.16, -3.36], [-0.65, -0.26, -3.73], [-1.32, 1.07, -2.51], [0.47, -0.54, 1.06], [0.50, -1.83, 2.30], [-1.05, -0.79, 1.94], [-2.67, -2.22, 1.05], [-2.04, -3.93, 1.19], [-2.40, -3.28, -0.39], [2.96, 2.59, 1.97], [1.59, 1.34, 2.45], [2.73, 0.90, 1.14], [0.24, -2.94, 0.40], [0.50, 1.28, -1.06], [-0.03, 3.15, -1.33]], "mulliken_charge": [-0.2608, 0.5088, 0.1299, -1.4756, -0.9065, -1.2701, -0.8566, 0.7159, -1.0912, 0.6866, -0.4583, 0.2499, 0.3678, 0.2965, 0.2099, 0.1145, 0.2675, 0.2799, 0.3184, 0.3176, 0.3021, 0.3103, 0.3273, 0.3006, 0.2793, 0.0456, 0.2909], "charge": 0, "orbital_gap_ev": [8.04, 8.04], "mol_weight_g_mol": 156.2}

=====

<x>
{"formula": "C8H16N2O", "method": "ωB97M-V/def2-TZVPD", "elements": ["C", "C", "C", "N", "C", "C", "C", "C", "C", "N", "O", "H", "H", "H", "H", "H", "H", "H", "H", "H", "H", "H", "H", "H", "H", "H", "H"], "xyz": [[0.49, -0.70, -2.24], [1.11, -0.56, -1.09], [2.35, -1.32, -0.73], [0.59, 0.28, -0.13], [1.26, 0.49, 1.14], [-0.89, 0.58, -0.22], [-1.22, 1.86, -0.83], [-1.71, 0.15, 0.92], [-1.31, -0.64, 2.24], [-1.77, -0.56, -0.34], [-3.02, -0.53, -1.07], [-0.51, -0.47, -2.51], [1.07, -1.24, -3.00], [2.12, -1.80, 0.19], [3.18, -0.62, -0.65], [2.37, -2.04, -1.49], [2.34, 0.43, 0.91], [1.03, -0.28, 2.02], [0.90, 1.45, 1.62], [-2.26, 1.90, -0.89], [-0.80, 1.94, -1.78], [-1.01, 2.81, -0.23], [-2.48, 0.81, 1.11], [-0.78, 0.00, 2.87], [-0.91, -1.66, 2.12], [-2.29, -0.93, 2.68], [-3.10, -1.45, -1.37]], "mulliken_charge": [-1.1138, 1.3220, -1.7561, 0.2834, -0.8753, 0.3053, -1.5388, -0.2461, -1.7183, -0.1043, -0.4719, 0.3125, 0.2699, 0.3859, 0.3127, 0.5050, 0.3282, 0.1636, 0.3111, 0.4733, 0.3972, 0.2287, 0.6294, 0.4432, 0.3895, 0.4058, 0.3574], "charge": 0, "orbital_gap_ev": 8.38, "smiles": "C=C(C)N(C)[C@]1(C)[C@H](C)N1O", "mol_weight_g_mol": 156.2}

=====

Relative energy table, unit eV: <w> 1.714; <x> 0.000

=====

<w>
{"formula": "C20H24N4O3S", "method": "ωB97M-V/def2-TZVPD", "elements": ["C", "C", "C", "C", "C", "C", "N", "C", "S", "C", "C", "O", "C", "C", "C", "C", "C", "C", "N", "C", "C", "C", "O", "N", "C", "O", "N", "C", "H", "H", "H", "H", "H", "H", "H", "H", "H", "H", "H", "H", "H", "H", "H", "H", "H", "H", "H", "H", "H", "H", "H", "H"], "xyz": [[-5.93, -0.05, 0.18], [-4.83, -0.63, -0.70], [-3.78, -1.36, 0.14], [-2.65, -1.91, -0.73], [-1.58, -2.65, 0.06], [-0.74, -1.74, 0.97], [-0.06, -0.72, 0.22], [0.96, -0.88, -0.64], [1.78, -2.37, -0.93], [3.19, -1.68, -1.86], [3.70, -0.34, -1.35], [4.08, 0.49, -2.15], [3.81, -0.15, 0.11], [3.75, 1.16, 0.60], [3.79, 1.40, 1.96], [3.91, 0.34, 2.85], [4.00, -0.96, 2.37], [3.95, -1.20, 1.01], [1.34, 0.25, -1.22], [0.53, 1.19, -0.70], [-0.36, 0.63, 0.20], [-1.30, 1.42, 0.92], [-2.11, 1.07, 1.76], [-1.18, 2.76, 0.55], [-0.32, 3.37, -0.34], [-0.34, 4.56, -0.54], [0.57, 2.52, -0.98], [1.50, 3.07, -1.95], [-6.66, 0.49, -0.42], [-5.50, 0.65, 0.90], [-6.44, -0.84, 0.73], [-4.35, 0.17, -1.26], [-5.27, -1.32, -1.42], [-3.38, -0.66, 0.88], [-4.25, -2.19, 0.67], [-2.18, -1.08, -1.28], [-3.07, -2.59, -1.47], [-0.90, -3.16, -0.63], [-2.05, -3.41, 0.69], [-1.38, -1.24, 1.70], [0.01, -2.34, 1.49], [3.98, -2.42, -1.80], [2.89, -1.56, -2.90], [3.66, 1.97, -0.10], [3.73, 2.41, 2.33], [3.94, 0.53, 3.91], [4.12, -1.78, 3.06], [4.04, -2.22, 0.65], [-1.81, 3.40, 1.02], [1.97, 3.95, -1.53], [0.97, 3.36, -2.86], [2.24, 2.30, -2.18]], "mulliken_charge": [-1.2595, -0.4882, -0.3879, -0.6290, -0.6901, -1.2827, 0.2565, -0.0461, -0.2032, -1.0189, 0.6056, -0.6072, 0.7511, -0.5515, -0.7043, -0.4485, -0.7155, -0.1185, -0.5809, 1.1245, 0.2380, -0.2414, -0.6829, 0.0008, 0.3354, -0.6707, 0.1278, -1.0427, 0.3985, 0.2834, 0.3104, 0.3200, 0.3374, 0.1841, 0.3730, 0.1513, 0.5808, 0.3256, 0.5348, 0.5200, 0.3534, 0.4523, 0.4790, 0.4153, 0.4282, 0.4157, 0.4195, 0.3760, 0.2652, 0.3133, 0.3123, 0.3807], "charge": 0, "orbital_gap_ev": 8.37, "smiles": "CCCCCCn1c(SCC(=O)c2ccccc2)nc2c1c(=O)[nH]c(=O)n2C", "mol_weight_g_mol": 400.5}

=====

<x>
{"formula": "C20H24N4O3S", "method": "ωB97M-V/def2-TZVPD", "elements": ["C", "C", "N", "C", "C", "C", "N", "C", "O", "C", "C", "N", "C", "O", "N", "C", "C", "C", "S", "C", "C", "O", "C", "C", "C", "C", "C", "C", "H", "H", "H", "H", "H", "H", "H", "H", "H", "H", "H", "H", "H", "H", "H", "H", "H", "H", "H", "H", "H", "H", "H", "H"], "xyz": [[4.45, 1.09, -2.24], [2.98, 0.95, -1.84], [2.78, 1.04, -0.41], [2.45, 2.36, 0.08], [0.97, 2.73, -0.11], [0.00, 1.95, 0.78], [0.02, 0.53, 0.51], [-0.75, -0.04, -0.43], [-1.53, 0.58, -1.12], [-0.59, -1.55, -0.52], [-1.58, -2.20, 0.46], [-2.90, -1.62, 0.27], [-3.63, -2.09, -0.80], [-3.29, -3.05, -1.45], [-4.81, -1.43, -1.07], [-5.20, -0.31, -0.40], [-6.34, 0.49, -0.64], [-6.40, 1.53, 0.24], [-5.11, 1.57, 1.36], [-4.44, 0.14, 0.66], [-3.21, -0.50, 1.06], [-2.49, -0.15, 1.97], [2.98, -0.05, 0.41], [2.77, 0.00, 1.79], [2.93, -1.11, 2.60], [3.31, -2.33, 2.06], [3.53, -2.40, 0.69], [3.38, -1.29, -0.12], [5.05, 0.31, -1.79], [4.84, 2.05, -1.92], [4.54, 1.02, -3.32], [2.56, 0.01, -2.21], [2.40, 1.75, -2.31], [2.73, 2.46, 1.12], [3.05, 3.08, -0.48], [0.68, 2.56, -1.15], [0.85, 3.79, 0.10], [0.23, 2.10, 1.84], [-1.02, 2.30, 0.59], [0.64, -0.04, 1.06], [0.42, -1.87, -0.28], [-0.84, -1.87, -1.53], [-1.65, -3.27, 0.28], [-1.29, -2.00, 1.50], [-5.33, -1.76, -1.87], [-7.05, 0.30, -1.41], [-7.16, 2.29, 0.28], [2.47, 0.92, 2.27], [2.75, -1.02, 3.66], [3.43, -3.20, 2.68], [3.84, -3.34, 0.25], [3.58, -1.41, -1.17]], "mulliken_charge": [-1.3344, -1.0254, 0.5629, -1.0016, -0.6542, -0.9763, 0.2847, 0.5060, -0.7311, -0.3459, -1.3102, 0.1375, 0.4149, -0.6594, -0.0726, 0.2820, -0.9986, -0.2552, -0.1413, 0.3587, 0.6320, -0.6789, 1.4011, -0.4697, -0.7271, -0.7253, -0.7656, -0.6349, 0.3033, 0.3067, 0.4501, 0.5161, 0.4488, 0.5214, 0.3589, 0.2678, 0.4821, 0.4906, 0.3549, 0.1138, -0.0192, 0.5216, 0.4634, 0.4491, 0.2534, 0.3890, 0.4929, 0.1756, 0.4095, 0.4147, 0.3873, 0.3758], "charge": 0, "orbital_gap_ev": 8.20, "smiles": "CCN(CCCNC(=O)CCn1c(=O)[nH]c2ccsc2c1=O)c1ccccc1", "mol_weight_g_mol": 400.5}

=====

Relative energy table, unit eV: <w> 0.066; <x> 0.000

=====

<w>
{"formula": "C3H11N3O", "method": "ωB97M-V/def2-TZVPD", "elements": ["H", "N", "C", "N", "N", "C", "C", "H", "H", "H", "H", "H", "H", "H", "H", "O", "H", "H"], "xyz": [[-2.85, -1.15, -1.53], [-2.24, -1.06, -0.81], [-1.06, -1.50, -0.64], [-0.38, -2.16, -1.69], [-0.22, -1.59, 0.56], [0.67, -0.47, 0.48], [1.25, -0.20, 1.89], [0.26, -2.82, -1.32], [-0.79, -2.59, -2.39], [-0.92, -1.41, 1.41], [1.51, -0.64, -0.25], [0.17, 0.51, 0.11], [2.12, -0.88, 1.99], [1.62, 0.82, 1.96], [0.55, -0.32, 2.68], [-0.05, 5.04, -0.58], [0.81, 5.33, -0.48], [-0.45, 5.07, -1.41]], "mulliken_charge": [0.2094, -0.6572, 0.4324, -0.4489, -0.4150, -0.3159, -1.0542, 0.2342, 0.2118, 0.3449, 0.2541, 0.2622, 0.2658, 0.3257, 0.3510, -0.6181, 0.3050, 0.3129], "charge": 0, "orbital_gap_ev": 10.19, "smiles": "[H]/N=C(\\N)NCC.O", "mol_weight_g_mol": 105.1}

=====

<x>
{"formula": "C3H11N3O", "method": "ωB97M-V/def2-TZVPD", "elements": ["C", "C", "C", "N", "N", "N", "O", "H", "H", "H", "H", "H", "H", "H", "H", "H", "H", "H"], "xyz": [[-1.45, 0.64, -0.15], [1.10, 0.09, -1.07], [1.22, -1.33, -0.56], [0.61, 1.27, 0.71], [-0.60, 0.78, 1.01], [-2.53, -0.27, -0.03], [1.46, 0.85, 1.75], [2.07, 1.59, 1.86], [-0.56, -0.07, 1.57], [-3.29, 0.05, 0.55], [-2.26, -1.21, 0.21], [-1.78, 1.62, -0.50], [-0.58, 0.28, -0.93], [2.04, 0.64, -1.03], [0.78, 0.17, -2.11], [1.41, -1.34, 0.51], [2.05, -1.86, -1.04], [0.30, -1.89, -0.74]], "mulliken_charge": [-0.1297, -0.6259, -0.8200, -0.3769, -0.0328, -0.5303, -0.4162, 0.3809, 0.2753, 0.2321, 0.2422, 0.2917, 0.0107, 0.3368, 0.3461, 0.2436, 0.3362, 0.2363], "charge": 0, "orbital_gap_ev": 8.46, "mol_weight_g_mol": 105.1}

=====

Relative energy table, unit eV: <w> 0.000; <x> 3.751